# C48H42AgBrN3OP2

A structure of composition C48H42AgBrN3OP2 (wB97M-V/def2-TZVPD, the OMol25 dataset).

```
98
Properties=species:S:1:pos:R:3:forces:R:3
Ag -0.249 0.235 -0.037 0.0102 0.0100 -0.0293
C -2.816 1.951 6.264 0.0179 -0.0114 -0.0190
C -1.928 0.934 5.542 -0.0184 0.0525 0.0559
C -1.430 -0.113 6.558 0.0241 -0.0124 -0.0368
C -0.713 1.613 4.919 -0.0375 -0.0480 0.0266
C -0.067 2.700 5.499 0.0903 0.0633 -0.0409
C 1.086 3.237 4.945 -0.0533 -0.0614 -0.0236
C 1.610 2.708 3.773 -0.0684 -0.0121 0.0416
C 0.984 1.633 3.151 -0.1634 -0.1009 0.0608
P 1.522 0.913 1.562 -0.0157 0.0717 0.1069
C 2.486 -0.549 2.040 0.0165 0.0271 0.0519
C 2.618 -1.584 1.118 0.0156 -0.0142 0.0164
C 3.400 -2.690 1.419 -0.0108 0.0151 -0.0211
C 4.039 -2.774 2.648 0.0066 0.0307 0.0231
C 3.896 -1.752 3.578 0.0023 -0.0330 -0.0307
C 3.126 -0.641 3.274 -0.0190 -0.0031 -0.0020
C 2.774 2.107 0.987 0.0170 -0.0262 -0.0733
C 2.349 3.397 0.660 -0.0458 -0.0030 0.0166
C 3.233 4.315 0.121 0.0091 -0.0124 -0.0076
C 4.552 3.948 -0.121 0.0098 0.0054 0.0063
C 4.980 2.667 0.191 -0.0037 0.0043 0.0069
C 4.096 1.749 0.748 -0.0079 0.0144 0.0324
C -0.154 1.091 3.763 0.1211 0.0344 -0.1257
O -0.686 -0.025 3.161 -0.0420 0.0153 0.0281
C -2.029 -0.274 3.340 0.0650 -0.0327 -0.1747
C -2.639 -1.053 2.352 0.1158 0.0562 0.0818
C -3.994 -1.335 2.485 -0.0222 0.0562 0.0879
C -4.700 -0.857 3.580 0.0865 0.0197 -0.0112
C -4.056 -0.104 4.551 -0.0614 -0.0064 -0.0723
C -2.702 0.206 4.451 -0.0268 0.0044 0.0987
P -1.635 -1.577 0.924 0.0819 -0.0387 -0.0524
C -2.829 -2.419 -0.153 -0.0231 -0.0077 -0.0162
C -3.279 -1.743 -1.282 -0.0127 -0.0018 -0.0165
C -4.220 -2.325 -2.122 0.0160 0.0122 0.0021
C -4.706 -3.591 -1.839 -0.0025 -0.0089 0.0081
C -4.252 -4.279 -0.719 -0.0002 0.0046 -0.0149
C -3.318 -3.698 0.121 0.0018 0.0275 0.0025
C -0.618 -2.961 1.544 0.0075 0.0119 0.0142
C -0.065 -3.829 0.601 0.0183 -0.0042 0.0139
C 0.737 -4.885 0.998 -0.0248 0.0094 0.0127
C 1.016 -5.074 2.346 -0.0133 0.0068 -0.0003
C 0.487 -4.205 3.287 0.0153 -0.0025 -0.0155
C -0.331 -3.155 2.890 -0.0193 0.0130 0.0112
H -2.269 2.445 7.065 0.0104 0.0052 0.0104
H -3.666 1.462 6.734 -0.0078 -0.0141 0.0063
H -3.187 2.711 5.576 -0.0061 0.0070 0.0020
H -0.854 0.370 7.349 0.0005 0.0026 -0.0070
H -0.789 -0.852 6.073 0.0087 -0.0080 0.0027
H -2.275 -0.635 7.009 -0.0036 0.0024 -0.0061
H -0.457 3.132 6.410 -0.0056 0.0100 0.0008
H 1.578 4.072 5.426 -0.0001 0.0014 0.0041
H 2.501 3.140 3.339 -0.0036 -0.0021 -0.0059
H 2.104 -1.527 0.164 0.0038 0.0008 -0.0009
H 3.498 -3.491 0.699 0.0052 -0.0043 -0.0030
H 4.644 -3.639 2.884 -0.0012 -0.0093 0.0039
H 4.388 -1.820 4.540 0.0036 -0.0028 0.0061
H 3.017 0.155 4.001 0.0097 0.0107 -0.0008
H 1.316 3.682 0.832 0.0078 -0.0003 -0.0085
H 2.894 5.315 -0.118 -0.0025 0.0090 0.0019
H 5.244 4.663 -0.547 0.0045 0.0015 -0.0020
H 6.008 2.380 0.013 0.0031 0.0006 -0.0063
H 4.443 0.754 0.999 0.0044 -0.0097 -0.0070
H -4.502 -1.917 1.729 -0.0027 -0.0226 -0.0138
H -5.753 -1.078 3.681 -0.0013 -0.0011 0.0035
H -4.623 0.241 5.403 -0.0006 0.0045 -0.0018
H -2.882 -0.758 -1.507 -0.0108 0.0051 0.0048
H -4.566 -1.793 -2.998 -0.0029 0.0062 -0.0044
H -5.436 -4.049 -2.493 -0.0045 -0.0048 -0.0043
H -4.628 -5.270 -0.502 -0.0046 -0.0049 -0.0023
H -2.960 -4.238 0.990 -0.0135 0.0094 0.0012
H -0.283 -3.690 -0.452 -0.0099 -0.0113 -0.0123
H 1.142 -5.562 0.257 0.0049 -0.0046 -0.0042
H 1.643 -5.898 2.660 0.0075 -0.0047 -0.0014
H 0.703 -4.347 4.338 -0.0003 -0.0026 0.0055
H -0.749 -2.496 3.640 0.0028 -0.0218 -0.0077
Br -4.592 4.325 0.638 0.0016 0.0032 -0.0027
C -3.507 3.404 -0.593 0.0058 0.0009 0.0151
C -3.752 3.473 -1.953 -0.0068 -0.0072 -0.0035
C -2.918 2.764 -2.803 0.0116 0.0080 -0.0177
C -1.884 2.019 -2.263 0.0027 0.0242 0.0440
N -1.653 1.958 -0.950 -0.0248 -0.0476 -0.0125
C -2.449 2.639 -0.129 0.0073 0.0049 0.0396
H -4.574 4.063 -2.335 -0.0012 0.0020 -0.0029
H -3.069 2.788 -3.873 -0.0007 -0.0019 -0.0045
H -1.213 1.442 -2.888 -0.0029 -0.0182 -0.0141
H -2.240 2.570 0.932 -0.0096 -0.0041 0.0110
C 1.993 1.950 -2.415 0.0066 0.0054 -0.0063
C 1.729 0.513 -2.685 -0.0620 -0.0420 0.0473
N 0.808 -0.228 -2.100 0.0359 0.0092 -0.0494
C 0.904 -1.486 -2.661 -0.0088 -0.0160 -0.0249
C 1.892 -1.500 -3.591 -0.0197 -0.0196 0.0122
N 2.404 -0.224 -3.596 0.0395 0.0416 -0.0165
H 1.274 2.304 -1.680 -0.0049 0.0147 0.0002
H 1.888 2.549 -3.322 0.0112 -0.0034 -0.0097
H 2.996 2.106 -2.012 -0.0096 0.0006 0.0023
H 0.246 -2.286 -2.370 -0.0136 -0.0154 0.0207
H 2.265 -2.274 -4.237 -0.0023 -0.0101 -0.0069
H 3.155 0.111 -4.175 -0.0072 -0.0017 0.0032
```
Forces are in eV/Å.

multiplicity: 1
max |F|: 0.0039 Eh/bohr
total charge: +1


# C48H42F4N3O

A cluster of 2 separate species, C48H42F4N3O in total in a non-equilibrium geometry (wB97M-V/def2-TZVPD, the OMol25 dataset).

```
98
Properties=species:S:1:pos:R:3:forces:R:3
F -2.616 2.494 1.149 0.2858 -1.5220 -0.3424
C -2.460 1.145 0.911 -0.1126 0.6766 0.0964
C -3.409 0.505 0.115 0.4737 -0.0652 0.2139
C -3.235 -0.867 -0.066 -0.3230 -0.4126 -0.6297
F -4.073 -1.511 -0.953 0.8896 0.6517 1.1899
C -2.257 -1.601 0.593 0.1061 -0.1041 0.4665
C -1.306 -0.939 1.426 -1.0005 0.8034 -0.4653
C -0.320 -1.651 2.198 0.1540 -1.0377 -1.0373
C 1.043 -1.226 2.240 1.7805 0.4474 0.2894
C 1.992 -1.961 3.019 -0.4490 0.2388 -0.1740
C 3.299 -1.518 3.125 0.5583 -0.3613 0.4796
F 4.167 -2.191 3.962 -0.9690 0.6517 -0.9564
C 3.799 -0.422 2.423 -0.4957 -0.1889 -0.0747
C 2.902 0.200 1.554 0.2935 0.5490 -0.5211
F 3.388 1.205 0.746 -0.6378 -1.0593 0.9549
C 1.564 -0.153 1.451 -0.1913 -0.1177 0.3670
C -1.386 0.482 1.490 -0.1407 -0.2076 0.4863
H -4.226 1.053 -0.346 0.1747 -0.1416 0.0395
H -2.218 -2.685 0.483 -0.0467 0.3380 -0.1157
H -0.477 -2.710 2.405 -0.0761 0.3435 -0.1582
H 1.672 -2.872 3.519 0.1681 0.3449 -0.0227
H 4.830 -0.092 2.520 -0.2251 -0.1196 -0.0634
H 0.921 0.375 0.751 0.3284 -0.0926 0.0897
H -0.656 1.034 2.082 -0.4571 -0.0398 -0.0067
C -7.243 -0.215 5.990 -0.1930 0.1385 -0.0724
C -5.925 -0.692 6.522 0.1367 -0.0361 0.1357
C -5.593 -2.046 6.448 0.4207 -0.0982 0.3771
C -4.388 -2.533 6.974 -0.3113 0.2267 -0.3693
C -4.181 -4.017 7.067 -0.1180 -0.4695 -0.1572
C -3.454 -1.603 7.443 -0.6348 0.9305 -0.4507
N -2.153 -2.037 7.832 1.4687 -0.6877 0.6110
C -1.235 -2.759 7.091 -1.0054 -0.9110 1.9667
C -1.365 -3.226 5.693 0.2708 -1.3562 -3.7650
C -1.807 -2.379 4.534 0.3364 -0.3631 1.9827
C -2.603 -3.154 3.554 -0.3758 -0.5131 -0.1310
C -1.980 -0.969 4.725 -0.4611 1.2252 -0.3309
C -0.964 -0.193 5.328 -0.3451 0.0182 -0.1859
C -1.089 1.193 5.387 0.0927 -0.1875 0.1450
C -2.214 1.827 4.853 0.0118 0.1529 -0.0035
C -3.227 1.073 4.263 -0.0231 0.1026 0.0595
C -3.122 -0.305 4.198 0.4516 -0.4364 0.0718
O -1.138 -4.442 5.465 -0.4152 1.6544 1.1903
N -0.428 -3.351 7.994 -0.5016 1.8790 0.4708
C 0.426 -4.486 7.921 1.3350 -0.9659 -0.3570
C 1.461 -4.540 6.970 -0.1544 -0.3593 0.4212
C 1.779 -3.395 6.072 0.1224 0.1480 -0.4520
C 2.215 -5.712 6.863 -0.2577 0.1349 0.3075
C 2.021 -6.779 7.745 -0.2058 0.1677 -0.1129
C 2.822 -8.042 7.617 0.1454 -0.1244 0.0593
C 1.050 -6.657 8.743 0.1068 0.1869 -0.2582
C 0.225 -5.536 8.839 0.1748 0.1369 -0.5624
C -0.858 -5.529 9.865 -0.2708 -0.2199 0.6585
N -0.629 -2.811 9.255 -0.3768 -0.1504 -0.9570
C -1.700 -2.074 9.156 -0.0176 -0.8184 -0.9267
C -2.340 -1.436 10.297 -0.2458 0.4060 1.2265
C -1.482 -0.779 11.206 -0.4900 0.1080 -0.5024
C -2.027 0.018 12.210 -0.2263 -0.1784 0.0869
C -3.420 0.085 12.369 0.1113 -0.1301 -0.1608
C -4.267 -0.687 11.561 0.2206 -0.0398 0.1165
C -3.733 -1.473 10.543 0.6124 0.1559 -0.3575
C -3.778 -0.247 7.584 -0.2318 0.1338 -0.3573
C -2.839 0.769 8.165 0.1939 0.4041 0.0723
C -5.033 0.185 7.138 0.1807 -0.2795 0.0358
H -7.279 0.878 5.975 -0.0720 -0.1762 -0.0178
H -7.413 -0.584 4.971 0.0272 0.0727 0.1944
H -8.071 -0.579 6.613 0.1751 0.0923 -0.1383
H -6.302 -2.758 6.015 0.1908 0.2282 0.1979
H -3.824 -4.320 8.064 0.0128 0.1128 -0.2971
H -5.153 -4.508 6.909 0.3927 0.0655 0.0579
H -3.486 -4.409 6.310 -0.1658 0.0348 0.3019
H -2.942 -2.556 2.699 0.1072 -0.1754 0.3885
H -1.992 -3.996 3.198 -0.3216 0.0343 0.0137
H -3.494 -3.591 4.054 0.3090 0.1027 -0.3648
H -0.054 -0.710 5.656 -0.2430 0.3458 -0.0379
H -0.299 1.777 5.863 -0.2250 -0.0976 -0.2175
H -2.294 2.914 4.879 0.0482 -0.2701 0.0277
H -4.105 1.562 3.836 0.2587 -0.0651 0.1502
H -3.914 -0.905 3.739 0.2596 0.2958 0.1825
H 2.782 -3.528 5.648 -0.2486 0.1509 0.1484
H 1.072 -3.367 5.236 0.0773 0.0166 0.2007
H 1.739 -2.420 6.572 0.0297 -0.1403 0.0159
H 2.977 -5.777 6.080 -0.1983 0.0300 0.3437
H 2.815 -8.591 8.565 0.0781 0.0479 -0.2204
H 2.407 -8.704 6.843 0.0510 0.2016 0.1693
H 3.859 -7.820 7.342 -0.1811 -0.0955 0.0682
H 0.919 -7.472 9.461 -0.0092 0.2737 -0.2532
H -0.718 -6.393 10.523 -0.1383 0.1539 -0.1177
H -0.832 -4.626 10.482 -0.0836 -0.3589 -0.0919
H -1.856 -5.622 9.414 0.1905 0.1052 0.0183
H -0.403 -0.874 11.065 -0.3381 0.2050 0.0507
H -1.365 0.583 12.869 -0.2747 -0.2130 -0.1777
H -3.849 0.723 13.145 0.1555 -0.2050 -0.2479
H -5.348 -0.677 11.722 0.4204 -0.0133 -0.0058
H -4.372 -2.105 9.921 0.1322 0.3733 0.1817
H -2.938 1.714 7.611 0.0877 -0.3211 0.1762
H -3.076 0.983 9.219 0.0393 -0.1492 -0.2752
H -1.790 0.453 8.105 -0.2570 0.1273 0.0320
H -5.295 1.242 7.251 0.0940 -0.3499 -0.0869
```
Forces are in eV/Å.

multiplicity: 1
max |F|: 0.0780 Eh/bohr
total charge: +1


Ordered gap between HOMO and LUMO results: 8.435; 4.191; unit eV.
Ordered relative energy (zero: lowest compared OMol25 entry of this formula, charge and spin) results: 0.154; 0.000; unit eV.
Ordered LUMO results: -1.77; -5.25; unit eV.